Entry 1:
ORCA calculation (ωB97M-V with the def2-TZVPD basis set) on 10 unconnected molecules or ions with the total composition C46H66O30 at a distorted geometry.

Structure (XYZ):
```
142
Properties=species:S:1:pos:R:3:forces:R:3
C 6.41697 -3.32484 -3.35843 -0.3 0.2 0.1
C 5.32385 -2.34531 -2.66636 0.5 -0.1 -0.2
C 5.55550 -0.81409 -3.07041 0.3 -0.2 0.3
C 4.38202 0.15827 -2.59235 0.5 -0.4 -0.2
C 3.21652 0.30436 -3.71671 0.9 0.2 1.3
C 2.73930 1.82807 -3.66104 0.3 0.0 -0.7
C 1.48170 2.17255 -4.58029 0.1 -0.7 -0.4
C 0.22244 1.20433 -4.39077 -1.2 0.5 -0.6
C -0.95281 1.85155 -3.47986 1.0 0.8 -0.7
C -0.45405 2.33194 -2.04264 -0.9 0.4 0.1
C -0.72771 1.32133 -0.83294 0.4 -0.4 0.8
C -1.13356 -0.14656 -1.25122 1.1 -1.4 -0.8
C -0.24106 -1.10936 -1.78746 -2.9 1.0 0.9
C -0.89558 -2.51520 -2.18384 0.6 0.0 0.4
O -0.33354 -3.59991 -1.94586 -1.5 2.6 -0.9
C -2.34795 -2.39164 -2.86015 -1.6 1.0 0.9
C -2.77287 -3.27927 -4.13508 0.7 1.6 0.1
C -1.99675 -2.59160 -5.38087 -0.3 1.2 1.3
O -2.71529 -2.72277 -6.62417 1.3 0.1 0.4
C -3.24448 -1.44743 -2.29724 2.6 -1.3 -0.3
C -2.66441 -0.59488 -1.06687 -0.6 -0.2 0.2
O -3.33593 -0.34386 -0.05460 1.9 -0.4 -2.8
H 7.01943 -2.72344 -4.11941 -0.8 -1.0 0.9
H 7.14343 -3.75359 -2.59115 -0.9 0.7 -1.0
H 5.91544 -4.21823 -3.86117 0.7 1.3 0.5
H 5.45312 -2.47256 -1.53543 -0.5 0.3 -1.5
H 4.26965 -2.65676 -2.97336 1.3 0.3 0.5
H 6.53847 -0.48856 -2.57485 -1.3 -0.4 -0.8
H 5.69255 -0.71673 -4.20647 -0.2 -0.2 1.8
H 3.96877 -0.27330 -1.61176 0.4 0.7 -1.3
H 4.83847 1.18256 -2.33991 -0.8 -1.4 -0.5
H 3.66429 0.01018 -4.72513 -0.8 0.5 1.3
H 2.41350 -0.44637 -3.40822 0.8 1.1 -0.7
H 3.62037 2.45158 -4.05998 -1.2 -0.9 0.7
H 2.63046 2.11047 -2.56640 -0.2 -0.3 -1.3
H 1.14317 3.26247 -4.51544 0.5 -1.4 0.2
H 1.82987 2.03327 -5.66817 -0.4 0.2 1.6
H 0.49897 0.15167 -4.07249 -0.2 1.4 -0.2
H -0.25624 1.10023 -5.43329 0.7 0.0 1.4
H -1.89526 1.20752 -3.47062 1.3 0.6 0.2
H -1.25143 2.80728 -4.04862 0.4 -1.4 0.8
H 0.64328 2.64207 -2.02011 -1.6 -0.6 -0.3
H -1.03728 3.29247 -1.80280 0.9 -1.4 -0.3
H 0.23643 1.28294 -0.20768 -1.4 -0.2 -0.9
H -1.51590 1.75144 -0.12195 0.9 -0.8 -1.1
H 0.85691 -0.88437 -1.92581 -1.4 -0.6 0.3
H -2.52442 -4.37601 -4.00890 -0.4 1.3 -0.1
H -3.87779 -3.06061 -4.28998 1.4 -0.7 0.2
H -0.90659 -2.91112 -5.41404 -1.3 0.0 -0.2
H -1.98992 -1.46688 -5.12622 0.2 -1.5 -0.3
H -2.20329 -2.16480 -7.25334 -0.7 -0.7 0.5
H -4.30204 -1.29087 -2.69300 1.6 -0.3 0.8
O 0.73892 4.79732 -0.57310 0.3 -0.2 0.7
C 1.11153 4.42049 0.49984 -0.2 0.3 -0.6
O 1.69137 3.21226 0.72900 -0.3 0.5 -0.2
C 2.19225 3.23242 2.06064 0.5 -0.5 0.4
C 1.34377 4.27676 2.72221 -0.2 0.1 0.8
O 1.00830 5.14407 1.64508 0.1 -0.3 -0.6
H 2.09038 2.25295 2.52925 0.0 0.0 -0.2
H 3.25079 3.50593 2.03592 -0.1 0.0 0.0
H 0.42301 3.86348 3.14356 0.0 0.0 -0.1
H 1.87968 4.81636 3.50371 -0.1 0.1 -0.2
O -7.50314 2.17573 4.36213 0.3 -0.5 -0.4
C -6.99307 1.38625 3.62114 -0.1 0.7 0.4
O -5.94162 1.66503 2.80743 -0.7 -0.1 0.4
C -5.48960 0.42771 2.26781 0.8 -0.2 -0.6
C -6.70236 -0.44689 2.36554 -0.1 -0.6 -0.4
O -7.39341 0.09177 3.48643 0.1 0.5 0.2
H -5.14822 0.55330 1.24067 0.0 0.2 0.2
H -4.66083 0.06107 2.87403 -0.1 0.1 -0.1
H -7.34529 -0.37269 1.48350 0.0 0.0 0.1
H -6.44906 -1.49479 2.53115 -0.1 0.1 0.1
O -2.24166 0.62462 3.94035 -0.3 -0.2 0.5
C -2.81013 0.27493 4.93426 0.5 0.2 -0.5
O -2.18755 -0.11162 6.07864 -0.3 0.0 -0.9
C -3.19420 -0.22716 7.08420 0.2 0.0 0.6
C -4.44125 -0.45588 6.28646 -0.7 -0.4 0.3
O -4.16438 0.21314 5.06112 0.7 0.1 0.0
H -2.97433 -1.05275 7.76012 0.2 0.2 -0.1
H -3.22802 0.69727 7.65517 0.2 -0.1 -0.3
H -4.61880 -1.51520 6.07835 0.0 0.1 0.0
H -5.32597 -0.03687 6.76737 0.0 0.1 -0.2
O -2.53334 6.90891 -5.67451 0.2 0.0 0.7
C -2.21670 6.99261 -4.52518 -0.2 -0.1 -0.9
O -2.72193 7.90765 -3.65316 0.2 -0.3 -0.3
C -2.27494 7.54054 -2.35338 -0.3 0.3 0.6
C -1.03935 6.74049 -2.63637 0.6 -0.3 0.6
O -1.30333 6.18603 -3.91981 -0.5 0.3 -0.2
H -2.07064 8.42456 -1.74832 -0.1 0.0 -0.2
H -3.05478 6.94878 -1.86530 0.0 0.0 0.0
H -0.14273 7.36374 -2.69802 -0.1 0.0 0.0
H -0.87353 5.95387 -1.89925 0.1 0.0 -0.2
O -0.46664 2.93875 10.34778 0.4 -0.5 -0.5
C 0.04521 2.15465 9.60598 -0.5 0.6 0.6
O 1.09532 2.44266 8.78754 -0.4 -0.1 0.2
C 1.55426 1.21118 8.24447 0.7 -0.1 -0.3
C 0.34607 0.32954 8.34501 -0.2 -0.7 -0.4
O -0.34602 0.85914 9.46854 0.3 0.5 0.1
H 1.89174 1.34155 7.21556 0.0 0.2 0.1
H 2.39029 0.84748 8.84883 -0.1 0.0 0.0
H -0.29951 0.40198 7.46527 0.1 0.0 0.1
H 0.60683 -0.71708 8.50764 -0.1 0.1 0.1
O -3.77909 0.46633 9.52806 -0.9 0.4 0.8
C -4.73913 1.12103 9.81946 0.5 -0.3 0.1
O -4.81485 2.47010 9.68522 0.1 -0.7 0.1
C -6.16945 2.83995 9.91428 -0.4 0.7 -0.2
C -6.68971 1.70783 10.74835 -0.7 0.0 0.5
O -5.89169 0.60852 10.32622 0.5 0.1 -0.3
H -6.22864 3.79953 10.42868 0.2 -0.1 -0.1
H -6.68148 2.92109 8.95127 0.0 0.0 0.0
H -6.53230 1.86872 11.81854 0.0 0.0 -0.1
H -7.74766 1.51113 10.57179 0.2 -0.2 0.0
O 3.38480 -5.18850 2.86418 -0.6 0.3 -0.3
C 2.40712 -4.79605 2.30125 0.8 -0.3 0.5
O 2.11532 -3.48339 2.09185 0.0 -0.5 0.2
C 1.00557 -3.43817 1.20324 -0.2 0.7 -0.5
C 0.35153 -4.77046 1.40953 -0.7 -0.3 -0.2
O 1.44003 -5.60463 1.78647 0.4 0.3 0.1
H 0.34456 -2.60620 1.45042 0.2 0.0 0.1
H 1.37543 -3.30683 0.18253 -0.1 -0.1 0.0
H -0.38147 -4.75633 2.22153 0.1 0.0 0.0
H -0.12985 -5.14315 0.50453 0.2 -0.1 0.1
O 6.27246 0.46733 -6.03793 0.3 -0.4 -0.5
C 6.77494 -0.33318 -6.77001 -0.3 0.6 0.5
O 7.84078 -0.07663 -7.57451 -0.5 -0.1 0.3
C 8.27554 -1.32263 -8.10499 0.7 -0.1 -0.4
C 7.04426 -2.17410 -8.01607 -0.2 -0.7 -0.4
O 6.35249 -1.61893 -6.90499 0.2 0.5 0.1
H 8.62980 -1.20619 -9.12979 0.0 0.2 0.1
H 9.09386 -1.70347 -7.48740 -0.1 0.0 0.0
H 6.41177 -2.09021 -8.90445 0.0 0.0 0.1
H 7.27541 -3.22593 -7.84415 -0.2 0.1 0.1
O 3.73377 -7.75795 -4.35559 -0.6 0.4 0.2
C 2.77139 -7.10844 -4.07463 0.8 -0.6 -0.2
O 2.69110 -5.75642 -4.20661 0.0 -0.5 0.1
C 1.33285 -5.39442 -3.99060 -0.3 0.8 -0.2
C 0.80714 -6.52926 -3.16506 -0.6 0.0 0.5
O 1.61311 -7.62525 -3.58035 0.4 0.2 -0.3
H 1.26375 -4.43712 -3.47464 0.2 -0.1 -0.1
H 0.83077 -5.31337 -4.95968 0.0 -0.1 0.0
H 0.95182 -6.36904 -2.09280 0.0 0.0 -0.1
H -0.24827 -6.72897 -3.35364 0.1 -0.2 0.0
```
Forces are in eV/Å.

Its charge is 0. The SMILES is CCCCCCCCCCCC1=CC(=O)C(CCO)=CC1=O.O=C1OCCO1.O=C1OCCO1.O=C1OCCO1.O=C1OCCO1.O=C1OCCO1.O=C1OCCO1.O=C1OCCO1.O=C1OCCO1.O=C1OCCO1. The total energy is -110192.762 eV. Its HOMO energy is -10.10 eV. As for the HOMO-LUMO gap: 8.7 eV.

Löwdin atomic charge list, values in e, 6 entries:
1. C -0.12
2. C -0.25
3. C -0.23
4. C -0.21
5. C -0.19
6. C -0.21

---

Entry 2:
ORCA calculation (ωB97M-V with the def2-TZVPD basis set) on 3 unconnected molecules or ions with the total composition C46H69BrClF7O10P2 at a distorted geometry.

Structure (XYZ):
```
136
Properties=species:S:1:pos:R:3:forces:R:3
C -3.66706 6.85651 -0.68747 -0.2 0.0 0.6
C -4.45131 5.55005 -0.46583 0.2 0.5 -0.5
C -4.70225 4.77270 -1.78558 0.3 0.3 0.6
C -6.16637 4.33251 -1.95882 0.9 -0.2 -0.1
C -6.42647 3.05488 -1.15701 -0.1 0.5 0.3
C -7.91159 2.68170 -0.99940 0.4 -0.3 -0.7
C -8.45401 1.74193 -2.08715 -0.2 -0.2 0.7
C -7.73314 0.37315 -2.12964 -0.3 0.6 -1.6
C -6.63307 0.41031 -3.23679 0.1 0.7 1.1
C -5.32412 -0.25525 -2.80432 -0.2 -0.5 -1.2
C -4.10906 0.16754 -3.61823 -0.3 -0.2 0.4
C -4.23485 0.96993 -4.74800 0.2 0.2 -0.3
C -3.14567 1.34080 -5.52703 -0.1 -0.2 0.2
C -1.87660 0.90636 -5.18160 -0.1 0.0 -0.3
Cl -0.55006 1.37356 -6.20746 -0.1 0.0 0.2
C -1.71761 0.11034 -4.05245 0.5 0.0 0.2
C -2.82207 -0.26068 -3.27850 0.4 0.4 -0.1
C -2.55019 -1.15939 -2.10629 -0.2 0.5 -0.4
O -3.30057 -2.06297 -1.85758 0.0 -0.4 0.3
C -1.28955 -0.87820 -1.32605 -0.3 0.0 0.1
C -0.20290 -0.51383 -2.11838 0.6 0.2 -0.7
C 1.03205 -0.25200 -1.53864 -0.3 -0.3 0.5
Br 2.56955 0.28488 -2.50322 -0.2 -0.1 0.2
C 1.14922 -0.37934 -0.16229 0.2 0.2 -0.6
C 0.08191 -0.74927 0.64399 -0.1 -0.4 0.7
C 0.33578 -0.88963 2.14098 0.0 0.8 0.4
C 1.75993 -0.61809 2.62640 0.3 -1.2 -0.6
C 2.77078 -1.72533 2.23038 0.0 0.3 0.8
C 4.19450 -1.21408 2.52523 -0.5 -0.7 0.0
C 5.32333 -2.13297 2.02657 0.0 1.0 -0.5
C 5.05357 -2.83018 0.68235 1.5 -0.5 0.6
C 6.40725 -3.35341 0.11943 -0.3 -0.1 -0.1
C -1.18563 -0.99054 0.06957 0.6 0.1 -0.6
C -2.39715 -1.37265 0.89892 -0.5 -0.4 0.3
F -3.53564 -0.81395 0.42102 0.2 0.1 -0.3
F -2.32361 -0.89391 2.16295 0.3 0.0 0.0
C -2.68880 -2.94626 1.04433 0.0 0.7 0.5
F -2.79013 -3.23621 2.36309 0.4 0.0 0.0
F -3.87817 -3.23246 0.52012 0.2 -0.2 -0.4
C -1.60105 -3.90571 0.49558 -1.0 -1.6 0.0
F -1.50235 -3.90996 -0.82330 0.4 0.6 0.0
F -0.41615 -3.72646 1.07367 0.1 0.5 -0.3
F -1.99397 -5.15494 0.82790 0.0 0.1 0.2
C -0.37261 -0.40944 -3.61555 -1.1 0.1 0.2
O 0.46915 -0.73824 -4.40084 0.5 -0.2 -0.1
H -4.05597 7.43527 -1.52784 0.1 -0.1 -0.1
H -2.59507 6.67825 -0.78869 -0.1 0.0 -0.3
H -3.78491 7.49233 0.19668 0.1 0.0 -0.1
H -3.86909 4.95787 0.24270 -0.4 -0.1 0.1
H -5.41335 5.82773 -0.02499 0.1 -0.2 0.1
H -4.03552 3.90267 -1.78552 -0.1 -0.1 -0.3
H -4.36987 5.41959 -2.60245 -0.2 -0.1 -0.1
H -6.31076 4.18043 -3.03418 -0.5 0.0 0.1
H -6.80380 5.14548 -1.59867 -0.1 -0.1 -0.2
H -5.81819 2.25848 -1.59520 -0.2 -0.1 0.1
H -6.00913 3.21498 -0.15499 0.0 0.0 -0.1
H -8.02723 2.17931 -0.03515 -0.2 0.1 0.0
H -8.50587 3.59994 -1.02090 0.0 0.0 0.3
H -8.41876 2.19405 -3.08357 0.1 0.1 0.1
H -9.51820 1.58736 -1.87591 0.1 0.0 0.0
H -8.48685 -0.33398 -2.48429 0.2 -0.4 0.6
H -7.33010 0.09072 -1.15713 -0.1 -0.1 0.0
H -7.03824 0.01004 -4.16844 0.2 -0.1 0.0
H -6.44311 1.47145 -3.42458 0.1 -0.1 -0.1
H -5.15155 -0.15677 -1.73163 0.0 0.1 -0.1
H -5.43216 -1.32583 -3.01044 0.0 0.0 0.4
H -5.19907 1.32680 -5.08373 -0.1 -0.1 0.2
H -3.30054 1.94599 -6.41059 0.1 0.0 0.0
H 2.12875 -0.16310 0.23802 -0.2 -0.1 0.3
H 0.02527 -1.85818 2.54076 -0.1 0.0 -0.3
H -0.31913 -0.16925 2.63600 0.1 0.0 0.0
H 2.16275 0.31896 2.23485 -0.3 0.2 0.3
H 1.74456 -0.61867 3.71795 0.0 0.5 0.0
H 2.63610 -2.05933 1.20077 0.1 0.1 0.0
H 2.59470 -2.59734 2.87286 -0.1 0.0 -0.2
H 4.26476 -1.13221 3.61511 0.1 0.3 -0.1
H 4.26509 -0.20211 2.11276 0.3 -0.1 -0.1
H 5.63902 -2.84167 2.79674 -0.2 -0.2 -0.1
H 6.19747 -1.48982 1.86724 0.0 -0.1 0.1
H 4.44068 -3.70972 0.88803 -0.5 0.3 -0.4
H 4.62548 -2.15837 -0.06172 -0.4 0.0 0.2
H 6.52211 -4.42506 0.29246 0.0 0.1 0.0
H 6.47049 -3.17867 -0.95647 0.0 -0.1 0.0
H 7.26181 -2.85711 0.58299 -0.1 0.0 0.0
C 2.95443 7.22234 -5.86148 0.0 -0.2 0.1
C 3.73244 7.90955 -4.75373 0.0 0.2 -0.3
O 3.43054 7.36225 -3.47524 0.2 -0.8 -0.3
P 4.04730 5.91068 -3.05643 -1.6 4.1 4.6
O 5.51851 6.04341 -3.19844 -0.4 -2.2 -2.1
O 3.83637 5.97006 -1.44392 -0.1 -0.4 -0.4
C 4.93721 5.87561 -0.54270 0.2 0.2 0.2
C 5.44594 7.25022 -0.15861 -0.1 0.2 0.0
O 2.63566 5.07838 -3.18503 2.1 -1.0 -1.7
C 2.50276 3.99483 -4.12011 -0.3 -0.4 -0.3
C 3.72811 3.10866 -4.18708 0.3 0.2 0.0
H 3.31898 6.20133 -6.01375 0.0 0.0 0.0
H 3.06501 7.75925 -6.80426 0.0 0.0 0.0
H 1.89493 7.16507 -5.60983 0.0 0.1 0.0
H 4.80711 7.85727 -4.94728 0.0 0.0 0.1
H 3.45834 8.96387 -4.71217 0.0 0.0 0.1
H 5.73327 5.26176 -0.96307 0.0 0.1 -0.1
H 4.57254 5.35870 0.34733 -0.2 0.0 -0.1
H 5.66447 7.85376 -1.03925 0.1 -0.1 -0.1
H 6.35071 7.17169 0.44651 0.0 0.0 0.0
H 4.68969 7.78679 0.41669 0.0 0.0 0.0
H 2.25670 4.39082 -5.10919 0.0 0.0 0.0
H 1.64443 3.40624 -3.79330 0.0 0.1 0.1
H 4.58660 3.64803 -4.60388 -0.1 0.0 0.0
H 3.53796 2.24356 -4.82255 0.0 0.0 0.0
H 4.00880 2.76371 -3.19081 0.0 0.0 0.0
C 0.00798 -9.14448 5.86919 0.0 0.2 -0.1
C 0.96347 -8.77913 6.99078 -0.3 -0.2 0.1
O 2.18486 -8.24330 6.49372 -0.4 0.6 -0.5
P 2.21786 -6.71668 5.92016 5.4 -2.6 2.2
O 1.72104 -5.86048 7.02589 -2.2 0.6 -2.0
O 3.82134 -6.43992 5.94615 -0.4 0.1 -0.4
C 4.38450 -5.38068 6.71663 0.2 0.0 0.3
C 4.81770 -5.87172 8.08300 0.1 -0.2 0.1
O 2.34152 -7.12874 4.33318 -2.3 1.6 0.6
C 1.32722 -6.73956 3.39270 -0.2 0.0 -0.5
C 0.81993 -5.32993 3.61175 0.0 0.0 0.4
H -0.37781 -8.24350 5.38126 0.0 0.0 0.0
H -0.84449 -9.70599 6.25285 0.0 0.0 0.0
H 0.51404 -9.74427 5.11205 0.0 0.0 0.0
H 0.49336 -8.07761 7.68497 0.1 0.1 0.0
H 1.22490 -9.67358 7.55643 0.1 0.0 0.0
H 3.68902 -4.54563 6.79798 -0.1 -0.1 0.1
H 5.25475 -5.01813 6.16547 0.0 -0.1 -0.1
H 4.00675 -6.38897 8.59520 -0.1 0.1 0.0
H 5.15093 -5.03895 8.70462 0.0 0.0 0.0
H 5.63967 -6.58289 7.98663 0.0 0.0 0.0
H 0.50223 -7.45652 3.42279 0.0 0.0 0.1
H 1.77680 -6.81756 2.40234 0.2 -0.1 0.1
H 0.27897 -5.24889 4.56176 0.0 0.0 -0.1
H 0.13891 -5.04197 2.81681 0.0 0.0 0.0
H 1.64994 -4.62110 3.64334 0.0 0.0 -0.1
```
Forces are in eV/Å.

Its charge is 0. The SMILES is CCCCCCCCCCc1ccc(Cl)c2c1C(=O)c1c(c(Br)cc(CCCCCCC)c1C(F)(F)C(F)(F)C(F)(F)F)C2=O.CCOP(=O)(OCC)OCC.CCOP(=O)(OCC)OCC. The total energy is -189464.433 eV. Its HOMO energy is -9.57 eV. The value obtained for the relative energy (zero: lowest compared OMol25 entry of this formula, charge and spin) is 0.0 kcal/mol. As for the HOMO-LUMO gap: 8.5 eV.

Löwdin atomic charge list, values in e, 6 entries:
1. C -0.12
2. C -0.26
3. C -0.22
4. C -0.21
5. C -0.21
6. C -0.19